Entry 1:
83
Properties=species:S:1:pos:R:3 method="wB97M-V/def2-TZVPD" orbital_gap_ev="6.06 / 6.14" e_homo_ha="-0.38329 / -0.38417" e_tot_ha=-3080.3425 e_above_lowest_kcal_mol=22.0 lumo_ev="-4.371 / -4.316" total_charge=+1
Pd 0.1338 -0.9232 0.2755
C -3.2616 -2.2778 3.8067
C -2.0508 -1.4442 4.1726
S -0.7140 -1.3033 2.9282
C -0.2413 -3.0407 2.6457
C -1.0695 -3.8444 1.6437
S -1.5401 -3.0211 0.0745
C -3.2997 -2.6204 0.3633
C -3.5492 -1.3181 1.1093
S -4.4603 -1.4909 2.6790
H -3.8483 -2.4457 4.7129
H -2.9939 -3.2526 3.4039
H -1.5799 -1.8582 5.0653
H -2.3437 -0.4150 4.3677
H -0.2394 -3.5499 3.6092
H 0.7881 -2.9583 2.2919
H -1.9967 -4.2026 2.0831
H -0.4911 -4.7182 1.3422
H -3.7370 -3.4799 0.8697
H -3.7142 -2.5755 -0.6427
H -4.1979 -0.6656 0.5247
H -2.6166 -0.7784 1.2954
C -1.5886 4.6062 -0.2484
C -1.6341 3.2484 0.4342
C -3.0763 2.8469 0.7461
C -0.8933 3.3150 1.7688
P -0.8115 1.8149 -0.5429
N -1.3099 0.4976 0.1336
C 1.1310 1.9913 -0.5315
C 1.6780 1.0591 -1.6167
C 1.6101 1.4311 0.8143
C 1.6988 3.3848 -0.7704
C -1.4413 1.7758 -2.3656
C -0.8566 2.8392 -3.2874
C -2.9557 1.9576 -2.2918
C -1.1878 0.3648 -2.9131
H -1.9481 5.3560 0.4561
H -2.2347 4.6499 -1.1216
H -0.5829 4.8830 -0.5446
H -3.4157 3.3886 1.6285
H -3.1378 1.7823 0.9605
H -3.7628 3.0859 -0.0597
H -1.4337 3.9728 2.4472
H 0.1097 3.7166 1.6608
H -0.8519 2.3238 2.2220
H 1.1987 0.0671 -1.5427
H 2.7519 0.9369 -1.4778
H 1.5295 1.4556 -2.6147
H 1.1128 0.4358 0.9967
H 1.3801 2.0808 1.6532
H 2.6905 1.2778 0.7962
H 1.3266 3.8121 -1.6975
H 2.7846 3.3068 -0.8511
H 1.4788 4.0686 0.0453
H -0.9972 3.8396 -2.8869
H -1.3851 2.7866 -4.2397
H 0.2009 2.6923 -3.4936
H -3.2250 2.9787 -2.0437
H -3.3849 1.2720 -1.5628
H -3.3874 1.7363 -3.2670
H -0.2041 0.2587 -3.3591
H -1.9209 0.1479 -3.6895
H -1.3135 -0.3837 -2.1193
C 1.4765 -3.1469 -1.9422
P 1.8995 -2.4400 -0.3016
C 2.4471 -3.9902 0.5410
C 3.5530 -1.7081 -0.5575
C 4.0600 -1.4157 -1.8172
C 5.3568 -0.9463 -1.9509
C 6.1454 -0.7551 -0.8311
C 5.6339 -1.0075 0.4317
C 4.3417 -1.4749 0.5692
H 1.1060 -2.3728 -2.6130
H 0.6734 -3.8693 -1.7904
H 2.3389 -3.6446 -2.3870
H 3.2696 -4.4152 -0.0350
H 1.6381 -4.7179 0.5899
H 2.7979 -3.7790 1.5490
H 3.4525 -1.5550 -2.6993
H 5.7501 -0.7331 -2.9338
H 7.1572 -0.4032 -0.9370
H 6.2394 -0.8392 1.3078
H 3.9475 -1.6657 1.5577


Entry 2:
6
Properties=species:S:1:pos:R:3 method="wB97M-V/def2-TZVPD" orbital_gap_ev=10.33 e_homo_ha=-0.36537 e_tot_ha=-152.8169 e_above_lowest_kcal_mol=36.4 lumo_ev=0.384
O 0.7581 0.1244 0.1529
H 1.4993 0.3353 0.7207
H 0.8028 0.7721 -0.5505
O -1.1319 -0.7720 -0.2048
H -1.6881 -0.0328 0.0410
H -0.2402 -0.4270 -0.1593


Entry 3:
14
Properties=species:S:1:pos:R:3 method="wB97M-V/def2-TZVPD" orbital_gap_ev=9.36 e_homo_ha=-0.30978 smiles="C1=CN=COCC1" e_tot_ha=-324.6175 e_above_lowest_kcal_mol=67.1 lumo_ev=0.928
C -1.1205 -0.3016 -0.7740
C -0.0811 -1.0934 -1.0950
N 1.0347 -1.3943 -0.3114
C 1.5892 -0.6628 0.5735
O 1.3454 0.5921 0.9945
C 0.3032 1.3073 0.3845
C -1.2195 0.2652 0.5632
H -1.7212 0.1796 -1.5411
H -0.1275 -1.6575 -2.0178
H 2.4468 -1.0431 1.1304
H 0.4395 2.3468 0.7425
H 0.4810 1.3188 -0.7026
H -1.0883 -0.5432 1.3169
H -2.2446 0.6600 0.7500


Entry 4:
89
Properties=species:S:1:pos:R:3 method="wB97M-V/def2-TZVPD" orbital_gap_ev=7.73 e_homo_ha=-0.20218 e_tot_ha=-2869.9490 e_above_lowest_kcal_mol=0.0 lumo_ev=2.226 total_charge=-1
C -7.9142 -1.0263 -1.4400
C -9.0814 -1.5966 -2.2918
C -9.3627 -0.7107 -3.5336
C -8.7209 -1.2355 -4.8316
C -7.2773 -0.7660 -5.0803
C -6.1791 -1.6691 -4.5114
C -6.1985 -3.1249 -5.0249
C -5.9311 -4.1072 -3.8768
C -4.5031 -4.0758 -3.2810
C -3.3922 -3.6254 -4.2456
C -2.0031 -4.0716 -3.7444
C -1.2462 -2.9585 -2.9999
C -0.8109 -1.8171 -3.9284
C 0.4026 -1.0206 -3.3867
C 0.1058 0.4834 -3.4015
S 1.5487 1.5133 -3.6318
O 2.5017 0.7799 -4.4379
O 1.0639 2.6984 -4.3126
N 2.0110 1.8090 -2.1265
S 3.3551 2.6331 -1.9264
O 4.5553 1.9056 -2.2640
O 3.3233 3.9814 -2.4427
C 3.3313 2.7904 -0.1517
C 2.8644 3.9392 0.4692
C 2.8772 3.9663 1.8533
N 3.3259 3.0121 2.6604
C 3.7741 1.9083 2.0525
C 3.7677 1.7742 0.6777
H -7.2064 -1.8334 -1.2361
H -7.3652 -0.3138 -2.0550
H -8.2535 -0.5778 -0.5104
H -8.8403 -2.5877 -2.6782
H -9.9805 -1.6453 -1.6776
H -9.1196 0.3378 -3.3473
H -10.4455 -0.7529 -3.6990
H -9.3316 -0.9056 -5.6764
H -8.8035 -2.3247 -4.8018
H -7.1813 0.2145 -4.6004
H -7.0948 -0.5909 -6.1433
H -5.2179 -1.2246 -4.7848
H -6.1892 -1.6932 -3.4199
H -5.4938 -3.2463 -5.8484
H -7.1797 -3.3909 -5.4273
H -6.1935 -5.1347 -4.1418
H -6.6285 -3.8277 -3.0778
H -4.2645 -5.0926 -2.9576
H -4.4545 -3.4544 -2.3815
H -3.4385 -2.5446 -4.3753
H -3.5773 -4.1266 -5.1995
H -1.3877 -4.3961 -4.5885
H -2.1347 -4.9307 -3.0811
H -0.3882 -3.4177 -2.5019
H -1.9200 -2.5933 -2.2158
H -1.6656 -1.1467 -4.0463
H -0.5763 -2.2421 -4.9077
H 0.6487 -1.3613 -2.3797
H 1.2617 -1.2104 -4.0281
H -0.4915 0.7983 -2.5465
H -0.4941 0.6859 -4.2906
H 2.4970 4.7652 -0.1241
H 2.4820 4.8575 2.3364
H 4.1501 1.1001 2.6698
H 4.1165 0.8491 0.2328
O 6.6926 0.8109 4.8236
P 6.4185 1.3551 6.1657
O 6.2784 2.9527 6.0572
C 5.2065 3.5072 5.2659
C 3.8777 3.4232 5.9891
O 7.8806 1.2583 6.8953
C 8.8669 0.3285 6.4508
C 9.9575 1.0461 5.6841
O 5.5796 1.0708 7.4920
C 6.0465 1.2922 8.8275
C 6.2904 2.7447 9.1644
H 5.1507 3.0031 4.3038
H 5.4629 4.5494 5.0803
H 3.5670 2.3849 6.1239
H 3.1061 3.9384 5.4201
H 3.9505 3.8707 6.9825
H 8.4190 -0.4587 5.8458
H 9.2865 -0.1413 7.3446
H 9.5359 1.6380 4.8723
H 10.6721 0.3344 5.2673
H 10.4938 1.7331 6.3412
H 6.9234 0.6813 9.0336
H 5.2509 0.9079 9.4683
H 7.1580 3.1378 8.6373
H 6.4723 2.8415 10.2363
H 5.4306 3.3577 8.8962


Entry 5:
6
Properties=species:S:1:pos:R:3 method="wB97M-V/def2-TZVPD" orbital_gap_ev="7.81 / 7.81" e_homo_ha="-0.38537 / -0.38530" smiles=COBr e_tot_ha=-2689.0200 e_above_lowest_kcal_mol=72.7 lumo_ev="-2.677 / -2.676"
C 0.5265 -0.0491 -0.0251
O -0.5766 0.7466 0.0444
Br -2.6082 -0.2699 -0.1888
H 1.2981 0.4910 0.4234
H 0.8533 -0.0660 -1.0503
H 0.5070 -0.8526 0.7964


Entry 6:
42
Properties=species:S:1:pos:R:3 method="wB97M-V/def2-TZVPD" orbital_gap_ev=9.88 e_homo_ha=-0.34076 smiles="Cc1onc(-c2ccccc2)c1C(=O)NC[C@H](O)c1ccccc1" e_tot_ha=-1070.0527 e_above_lowest_kcal_mol=54.4 lumo_ev=0.609
C -2.1739 -2.6511 1.1926
C -0.9633 -2.3573 0.3972
O -0.6750 -3.1257 -0.6570
N 0.4609 -2.6841 -1.2471
C 0.8837 -1.6436 -0.5756
C 2.1231 -0.9715 -0.9568
C 3.0332 -0.5485 0.0103
C 4.2105 0.0688 -0.3705
C 4.4905 0.2687 -1.7125
C 3.5948 -0.1630 -2.6776
C 2.4178 -0.7849 -2.3050
C -0.0072 -1.3709 0.5126
C -0.0769 -0.2470 1.4585
O -0.7160 -0.3066 2.4995
N 0.5805 0.8680 1.0682
C 0.3710 2.1420 1.7272
C -1.1198 2.5939 1.6772
O -1.7823 2.2391 2.8560
C -1.7606 2.0265 0.4218
C -2.8165 1.1310 0.4965
C -3.3272 0.5521 -0.6529
C -2.7866 0.8601 -1.8881
C -1.7451 1.7699 -1.9725
C -1.2372 2.3512 -0.8257
H -2.2538 -1.9267 1.9974
H -2.1075 -3.6540 1.6114
H -3.0570 -2.6082 0.5576
H 2.8234 -0.7198 1.0559
H 4.9138 0.3905 0.3831
H 5.4098 0.7533 -2.0056
H 3.8171 -0.0178 -3.7242
H 1.7149 -1.1337 -3.0451
H 0.9768 0.8859 0.1422
H 1.0210 2.8734 1.2495
H 0.6524 2.0503 2.7808
H -1.1571 3.6901 1.6393
H -1.5992 1.2937 3.0132
H -3.2414 0.8922 1.4596
H -4.1503 -0.1438 -0.5811
H -3.1776 0.4004 -2.7836
H -1.3260 2.0253 -2.9349
H -0.4267 3.0634 -0.8983


Entry 7:
19
Properties=species:S:1:pos:R:3 method="wB97M-V/def2-TZVPD" orbital_gap_ev=9.80 e_homo_ha=-0.50360 e_tot_ha=-683.6257 e_above_lowest_kcal_mol=88.5 lumo_ev=-3.906 total_charge=+1
C -0.2426 -0.9486 -1.5848
C 0.3895 2.0689 0.5797
C -0.4126 0.2421 -0.7233
N 1.8879 0.6055 -0.6629
N 0.6028 0.9384 -0.3074
N -0.3190 -1.9297 1.7700
S -2.0459 0.7219 -0.1514
H -1.1316 -1.4103 -2.0351
H 0.1889 -0.4938 -2.4664
H 0.3548 -1.7249 -1.2476
H 1.1742 2.3567 1.1610
H -0.1350 2.8971 0.0714
H -0.5412 1.9187 1.1195
H 2.4670 1.4450 -0.8598
H 2.0810 -0.2796 -0.9322
H 0.1753 -2.7182 2.2455
H -1.3306 -2.1460 1.6484
H -0.5303 -1.0637 2.2545
H -2.6326 -0.4795 0.1209


Entry 8:
46
Properties=species:S:1:pos:R:3 method="wB97M-V/def2-TZVPD" orbital_gap_ev=7.06 e_homo_ha=-0.41435 e_tot_ha=-2875.0736 e_above_lowest_kcal_mol=3.3 lumo_ev=-4.214 total_charge=+1
Ti -0.1069 -0.1654 -0.0612
S 1.2460 -0.1955 1.8717
C 0.9739 -1.9061 1.9603
S 0.0196 -2.4335 0.5946
C 1.4160 -2.7248 2.9416
C 2.1857 -2.1965 4.0252
N 2.7966 -1.7345 4.8820
C 1.1216 -4.1239 2.9018
N 0.8587 -5.2420 2.8619
N 1.4967 2.3144 -1.7651
C 0.9007 2.7946 -0.6112
C 1.0034 4.1710 -0.3708
C 0.4205 4.7030 0.7506
C -0.2591 3.8575 1.6276
C -0.3246 2.5258 1.3256
N 0.2351 1.9838 0.2109
C 2.0186 1.0692 -2.0723
C 2.9473 1.0195 -3.1207
C 3.5368 -0.1763 -3.4408
C 3.2000 -1.3115 -2.7043
C 2.2655 -1.1892 -1.7132
N 1.6519 -0.0196 -1.3981
H 1.8778 3.0492 -2.3390
H 1.5580 4.7922 -1.0612
H 0.5006 5.7624 0.9537
H -0.7279 4.2274 2.5270
H -0.8409 1.8313 1.9689
H 3.2016 1.9288 -3.6490
H 4.2620 -0.2304 -4.2414
H 3.6536 -2.2717 -2.8993
H 1.9638 -2.0397 -1.1217
C -4.0156 -1.5005 -3.3824
N -2.7898 -1.4862 -2.5858
C -2.5126 -2.6491 -1.7400
C -1.9854 -0.4599 -2.6038
O -0.9170 -0.3707 -1.9424
H -4.0292 -2.3886 -4.0112
H -4.0583 -0.6153 -4.0119
H -4.8771 -1.5108 -2.7165
H -3.3705 -3.3130 -1.7779
H -2.3559 -2.3412 -0.7092
H -1.6293 -3.1770 -2.0985
H -2.2758 0.3652 -3.2556
O -4.2377 -0.0225 0.1052
C -3.0931 0.0565 0.3229
N -1.9119 0.1361 0.5427